7 unconnected molecules or ions with the total composition C32H44BN3O25S2, computed with ωB97M-V with the def2-TZVPD basis set.

Gap between HOMO and LUMO: 9.37 eV
E_tot: -4112.25406 Eh
SMILES: CCB(O)[C@@](C#N)(CON=O)[C@@H](C#N)SCC(=O)OC[C@@H](C)OC(=O)CS.O=C1OCCO1.O=C1OCCO1.O=C1OCCO1.O=C1OCCO1.O=C1OCCO1.O=C1OCCO1
Strongest force on any atom: 0.0183 Eh/bohr
Energy relative to the best compared isomer or geometry (same formula, charge and spin): 0.0000 eV

Geometry (Å):
C -0.1356 0.8317 -2.0826
C -1.6253 1.2039 -1.9799
B -2.1992 1.4909 -0.5497
O -3.4529 1.0201 -0.2471
C -1.4625 2.4112 0.6042
C -0.7290 3.4693 -0.1235
N -0.2501 4.3018 -0.7592
C -2.4490 3.1876 1.4840
O -3.2446 2.2774 2.2301
N -4.3700 2.9617 2.7306
O -5.0607 2.2426 3.3259
C -0.4230 1.5655 1.4398
C -0.4314 1.9239 2.8702
N -0.5932 2.1883 3.9775
S -0.7415 -0.2427 1.3056
C 0.7713 -1.0243 1.9934
C 1.5168 -1.9363 1.0142
O 2.7022 -1.8680 0.8124
O 0.7919 -2.8342 0.3079
C -0.1141 -3.6618 1.0439
C 0.6229 -4.8617 1.6424
C 1.2233 -4.5560 3.0277
O -0.3666 -5.8996 1.7801
C 0.1028 -7.1494 1.5440
O 0.7198 -7.4462 0.5592
C -0.1962 -8.1922 2.6002
S -1.7843 -7.8114 3.4233
H 0.0127 -0.2036 -1.7794
H 0.2290 0.9345 -3.1050
H 0.5209 1.4394 -1.4519
H -2.1977 0.3577 -2.3662
H -1.8868 2.0428 -2.6316
H -3.4579 0.5446 0.5935
H -1.8958 3.8676 2.1355
H -3.0591 3.8135 0.8312
H 0.5864 1.7728 1.0850
H 1.4444 -0.2217 2.2785
H 0.4905 -1.5830 2.8812
H -0.6527 -3.1234 1.8258
H -0.8505 -4.0395 0.3395
H 1.4310 -5.1584 0.9776
H 0.9133 -5.2937 3.7645
H 0.9029 -3.5840 3.3973
H 2.3095 -4.6094 2.9897
H 0.6111 -8.2193 3.3317
H -0.2339 -9.1493 2.0920
H -2.2248 -9.0570 3.6651
C 0.2877 7.5825 -1.3767
C 0.3234 7.7101 -2.8764
O -0.6657 8.7206 -3.1180
C -0.7937 9.4665 -1.9938
O -1.4187 10.4765 -1.9283
O -0.1313 8.8978 -0.9686
H 1.2516 7.3302 -0.9468
H -0.4525 6.8565 -1.0420
H 1.2922 8.0579 -3.2350
H 0.0630 6.7834 -3.3780
C -3.9239 7.1131 -3.7212
C -2.9536 6.8049 -4.8387
O -2.2020 5.7074 -4.2921
C -2.9620 5.1051 -3.3535
O -2.6967 4.0705 -2.8262
O -4.0635 5.8367 -3.0834
H -4.8877 7.4691 -4.0739
H -3.5195 7.8260 -3.0009
H -3.4541 6.4677 -5.7483
H -2.2986 7.6344 -5.0755
C 3.0902 3.5183 -2.6786
C 2.0166 4.4554 -3.1464
O 2.4627 5.7053 -2.6226
C 3.8031 5.6435 -2.4361
O 4.4885 6.5753 -2.1670
O 4.2385 4.3751 -2.5934
H 3.2724 2.7082 -3.3624
H 2.8824 3.1122 -1.6846
H 1.9627 4.5282 -4.2345
H 1.0334 4.2075 -2.7537
C -6.8244 -2.1654 0.1466
C -6.6476 -1.9985 -1.3486
O -5.2787 -1.5969 -1.4487
C -4.6276 -2.0331 -0.3489
O -3.4477 -2.0037 -0.2056
O -5.5010 -2.5084 0.5705
H -7.5253 -2.9519 0.4128
H -7.1218 -1.2381 0.6389
H -6.7801 -2.9354 -1.8925
H -7.2985 -1.2415 -1.7773
C 3.2420 -9.4345 6.4306
C 3.3552 -9.3984 4.9217
O 2.6797 -8.1782 4.5917
C 2.7191 -7.3701 5.6860
O 2.3851 -6.2324 5.6890
O 3.1783 -8.0450 6.7629
H 4.0950 -9.9025 6.9142
H 2.3258 -9.9201 6.7710
H 4.3895 -9.3293 4.5818
H 2.8751 -10.2427 4.4338
C 5.2758 -1.6003 -1.3313
C 6.7070 -1.8698 -0.9134
O 7.3492 -2.1371 -2.1645
C 6.6295 -1.5469 -3.1448
O 6.9774 -1.4400 -4.2732
O 5.4462 -1.0933 -2.6569
H 4.7746 -0.8749 -0.6965
H 4.6722 -2.5070 -1.3765
H 7.1792 -0.9992 -0.4546
H 6.8047 -2.7216 -0.2461